Arrangement w

A cluster of 15 separate species, H30O15 in total. Source: OMol25; level of theory: ωB97M-V/def2-TZVPD.

lowest unoccupied orbital energy	-0.46	eV
HOMO	-10.118	eV
spin multiplicity	1
total charge	0

Each line ends with the Mulliken charge.
Element x y z (Å)
O (17.71, 12.93, -21.77)  -0.6057
H (16.72, 12.78, -21.97)  0.3654
H (17.64, 13.00, -20.84)  0.2514
O (18.49, 9.11, -17.75)  -0.6846
H (18.85, 9.33, -16.90)  0.2907
H (17.82, 8.45, -17.69)  0.2440
O (16.68, 9.92, -20.16)  -0.5238
H (16.31, 10.12, -21.01)  0.2567
H (15.87, 9.67, -19.70)  0.3118
O (21.51, 12.40, -22.86)  -0.6142
H (22.41, 12.60, -22.72)  0.2805
H (21.07, 13.12, -22.42)  0.3885
O (20.54, 8.48, -21.83)  -0.7231
H (20.25, 9.41, -21.61)  0.2477
H (21.09, 8.78, -22.58)  0.3717
O (16.31, 10.98, -17.47)  -0.7111
H (16.90, 10.29, -17.81)  0.3423
H (15.68, 10.56, -16.91)  0.3213
O (18.96, 10.90, -23.51)  -0.4568
H (18.82, 10.66, -24.44)  0.1923
H (19.85, 11.16, -23.55)  0.2179
O (17.78, 7.07, -20.00)  -0.5675
H (17.21, 7.80, -20.07)  0.3379
H (17.89, 6.91, -19.05)  0.2655
O (17.30, 12.91, -18.99)  -0.6303
H (17.07, 12.25, -18.35)  0.4123
H (18.14, 13.18, -18.63)  0.1995
O (16.40, 10.57, -22.74)  -0.7510
H (16.31, 10.51, -23.72)  0.2684
H (17.27, 10.98, -22.58)  0.3575
O (19.97, 14.67, -22.56)  -0.7219
H (19.49, 14.34, -23.32)  0.3246
H (19.66, 14.29, -21.76)  0.2754
O (19.29, 10.72, -20.71)  0.5124
H (19.33, 11.70, -20.66)  -0.1274
H (18.48, 10.45, -20.34)  0.0386
O (20.06, 13.45, -19.78)  -0.6938
H (19.83, 12.91, -19.02)  0.2912
H (19.44, 14.20, -19.58)  0.3593
O (21.83, 11.12, -19.22)  -0.6945
H (21.44, 11.74, -19.83)  0.2707
H (21.47, 10.24, -19.44)  0.4660
O (20.83, 8.52, -19.15)  -0.7409
H (20.08, 8.89, -18.64)  0.4023
H (20.47, 8.32, -19.97)  0.3826


Arrangement x

A cluster of 15 separate species, H30O15 in total. Source: OMol25; level of theory: ωB97M-V/def2-TZVPD.

lowest unoccupied orbital energy	-1.11	eV
HOMO	-9.694	eV
spin multiplicity	1
total charge	0

Each line ends with the Mulliken charge.
Element x y z (Å)
H (0.01, 0.05, 0.46)  0.1978
H (-0.37, 0.07, -0.96)  0.3008
H (-4.91, -0.11, 0.13)  0.2920
H (-3.78, -1.05, 0.34)  0.3028
H (3.05, -2.11, 0.43)  0.2674
H (3.70, -2.81, 1.51)  0.2723
H (0.35, -2.55, 2.76)  0.2803
H (0.56, -1.32, 1.88)  0.1080
H (-1.19, 2.61, -3.96)  0.2835
H (-1.63, 3.95, -3.69)  0.3159
H (0.65, -0.22, 4.63)  0.2597
H (-0.09, 0.18, 3.23)  0.1850
H (-3.08, -1.97, -2.00)  0.2535
H (-2.65, -2.63, -3.29)  0.3078
H (0.13, 4.40, 3.20)  0.2942
H (0.54, 3.56, 2.02)  0.3064
H (0.85, 4.68, -0.71)  0.2961
H (2.04, 3.67, -0.76)  0.3136
H (-0.02, -3.29, 0.64)  0.2762
H (0.63, -4.10, -0.40)  0.3399
H (4.09, 1.51, 1.76)  0.2994
H (2.85, 0.66, 1.74)  0.3197
H (0.77, -0.35, -2.31)  0.2071
H (0.42, -1.40, -3.40)  0.2861
H (-3.00, 0.59, -4.61)  0.3367
H (-1.83, 0.57, -3.61)  0.2243
H (-1.10, 2.65, 3.75)  0.4078
H (-1.48, 1.22, 3.57)  0.2783
H (1.00, -2.56, -0.92)  0.4272
H (2.35, -3.06, -1.57)  0.3037
O (0.34, 0.44, -0.32)  -0.5341
O (-4.21, -0.27, 0.65)  -0.5890
O (3.17, -2.97, 0.69)  -0.5820
O (0.96, -1.86, 2.50)  -0.4792
O (-1.21, 3.48, -4.39)  -0.5906
O (0.61, 0.41, 3.94)  -0.4582
O (-3.31, -2.64, -2.67)  -0.5666
O (0.13, 3.50, 2.95)  -0.6480
O (1.28, 3.98, -0.23)  -0.5839
O (0.84, -3.54, 0.38)  -0.5715
O (3.79, 0.58, 1.56)  -0.6093
O (1.11, -0.91, -3.03)  -0.5249
O (-2.19, 0.09, -4.45)  -0.5610
O (-1.53, 1.90, 4.22)  -0.5985
O (1.36, -3.04, -1.64)  -0.6468


Arrangement y

A cluster of 15 separate species, H30O15 in total. Source: OMol25; level of theory: ωB97M-V/def2-TZVPD.

lowest unoccupied orbital energy	-0.56	eV
HOMO	-10.354	eV
spin multiplicity	1
total charge	0

Each line ends with the Mulliken charge.
Element x y z (Å)
O (2.79, 1.62, 0.08)  -0.6834
H (3.28, 2.33, -0.34)  0.2532
H (2.76, 0.95, -0.63)  0.4249
O (1.68, 0.88, 2.89)  -0.6246
H (0.80, 0.69, 2.64)  0.2638
H (1.72, 0.74, 3.86)  0.2996
O (0.34, -0.10, 0.14)  0.1974
H (-0.49, 0.18, -0.19)  -0.0448
H (0.14, -0.71, 0.83)  0.2279
O (0.14, 0.22, -3.34)  -0.7071
H (-0.04, 1.10, -2.96)  0.3600
H (0.31, 0.25, -4.22)  0.2269
O (0.33, -1.68, 2.44)  -0.5202
H (0.19, -1.43, 3.34)  0.2587
H (1.27, -1.74, 2.31)  0.3128
O (-1.29, -3.92, 2.39)  -0.6123
H (-0.98, -4.09, 3.27)  0.2840
H (-1.04, -3.03, 2.29)  0.3111
O (-2.51, -2.32, -0.35)  -0.7424
H (-2.56, -1.81, 0.43)  0.2237
H (-2.38, -3.19, -0.06)  0.3322
O (0.72, 2.43, -1.42)  -0.7986
H (1.20, 1.95, -0.77)  0.3033
H (1.26, 2.38, -2.17)  0.3439
O (-1.80, 2.10, -3.05)  -0.7016
H (-1.94, 1.42, -2.38)  0.4977
H (-1.65, 1.61, -3.89)  0.3030
O (-0.78, -2.19, -2.49)  -0.6816
H (-1.34, -2.40, -1.75)  0.5227
H (-0.67, -1.24, -2.44)  0.3341
O (-1.31, 3.09, 0.35)  -0.7007
H (-1.23, 2.40, 1.00)  0.3557
H (-0.61, 2.93, -0.31)  0.4320
O (-1.23, 1.21, 2.43)  -0.6030
H (-2.09, 0.86, 2.47)  0.2284
H (-1.20, 1.75, 3.20)  0.2662
O (2.37, -0.26, -1.79)  -0.7480
H (1.65, -0.53, -1.24)  0.3313
H (1.88, 0.02, -2.58)  0.3640
O (-2.13, 0.32, -1.20)  -0.5573
H (-2.36, -0.63, -1.19)  0.2406
H (-2.84, 0.75, -0.81)  0.2408
O (3.09, -1.28, 1.90)  -0.6988
H (3.81, -1.18, 1.26)  0.3318
H (2.74, -0.43, 2.07)  0.3527


Most stable structure, least stable structure: arrangement y, arrangement x.


Arrangement w

The ion C9H12N3 with charge +1. Source: OMol25; level of theory: ωB97M-V/def2-TZVPD.

structure (SMILES)	C=C1C=CC=C/C1=N/C=N/[NH2+]C
lowest unoccupied orbital energy (spin up / spin down)	-4.59 / -4.59	eV
HOMO (spin up / spin down)	-11.854 / -11.853	eV
spin multiplicity	1
total charge	+1

Each line ends with the Mulliken charge.
Element x y z (Å)
C (-0.30, -1.44, 0.53)  -0.8537
C (-1.33, -0.75, 0.05)  1.1122
C (-2.55, -1.39, -0.21)  -0.8059
C (-3.66, -0.65, -0.17)  -0.1930
C (-3.69, 0.74, 0.09)  -0.5078
C (-2.47, 1.35, 0.21)  -0.4715
C (-1.26, 0.72, 0.05)  0.4938
N (-0.14, 1.37, -0.15)  -0.3365
C (1.12, 1.19, -0.23)  -0.1572
N (1.77, 0.53, 0.67)  -0.4780
N (3.17, 0.60, 0.48)  -0.1733
C (3.61, -0.45, -0.65)  -0.6629
H (-0.31, -2.58, 0.64)  0.2386
H (0.63, -0.93, 0.82)  0.4993
H (-2.65, -2.51, -0.14)  0.2621
H (-4.54, -1.35, -0.35)  0.2568
H (-4.55, 1.36, 0.19)  0.4392
H (-2.44, 2.47, 0.20)  0.3509
H (1.72, 1.88, -0.99)  0.2788
H (3.61, 0.28, 1.38)  0.3785
H (3.21, 1.50, -0.01)  0.3936
H (4.62, -0.17, -1.04)  0.3501
H (3.61, -1.41, 0.01)  0.3025
H (2.81, -0.34, -1.38)  0.2837


Arrangement x

The ion C9H12N3 with charge +1. Source: OMol25; level of theory: ωB97M-V/def2-TZVPD.

structure (SMILES)	CCN1CC=[n+]2ccccc2=N1
lowest unoccupied orbital energy (spin up / spin down)	-4.87 / -4.87	eV
HOMO (spin up / spin down)	-11.824 / -11.823	eV
spin multiplicity	1
total charge	+1

Each line ends with the Mulliken charge.
Element x y z (Å)
C (-0.56, 2.74, -2.37)  -0.9589
C (-0.57, 1.23, -2.30)  -0.2593
N (0.11, 0.77, -1.11)  0.7895
C (-0.07, 1.53, 0.21)  -0.8256
C (-0.68, 0.63, 1.28)  0.1809
N (-0.21, -0.59, 1.21)  0.1062
C (-0.42, -1.59, 2.30)  -0.2756
C (0.37, -2.58, 2.54)  -0.6566
C (1.25, -2.96, 1.44)  -0.0816
C (1.47, -2.21, 0.28)  -0.6474
C (0.73, -1.02, 0.17)  0.4846
N (0.69, -0.38, -1.01)  -0.8392
H (-1.51, 2.82, -3.01)  0.3246
H (-0.80, 3.13, -1.42)  0.3411
H (0.28, 3.33, -2.87)  0.2893
H (-0.24, 0.57, -3.20)  0.3815
H (-1.63, 0.99, -2.05)  0.2487
H (-0.52, 2.45, 0.20)  0.3023
H (1.11, 1.58, 0.65)  0.2877
H (-1.57, 0.61, 1.92)  0.3650
H (-1.38, -1.32, 2.78)  0.3105
H (0.28, -3.21, 3.40)  0.3979
H (1.79, -3.91, 1.51)  0.3701
H (2.08, -2.62, -0.56)  0.3643


Most stable structure, least stable structure: arrangement x, arrangement w.